1.
{
  "formula": "C20H24N2O6S2",
  "method": "ωB97M-V with the def2-TZVPD basis set",
  "total_charge": 0,
  "homo_ev": -9.01,
  "multiplicity": 1,
  "e_lumo_ev": -0.5,
  "largest_force_ev_per_a": 14.3,
  "homo_lumo_gap_ev": 8.5051,
  "elements": ["C", "C", "C", "C", "H", "H", "C", "H", "C", "O", "S", "H", "H", "H", "H", "S", "H", "C", "C", "C", "O", "H", "C", "H", "O", "H", "H", "H", "H", "O", "H", "N", "H", "H", "C", "O", "C", "C", "C", "H", "O", "H", "H", "C", "C", "N", "C", "H", "H", "C", "C", "C", "H", "H"],
  "positions_angstrom": [[-5.277, -0.905, -1.262], [4.666, -1.185, 1.860], [-0.920, 0.993, -0.960], [5.355, 1.967, -1.305], [6.104, 3.130, 0.592], [-2.992, -1.348, -1.406], [4.853, 0.857, -1.547], [-2.841, 0.706, 2.247], [5.771, 1.945, 0.015], [-5.118, 1.586, 1.702], [-4.659, 1.339, 0.173], [-6.053, -1.564, -1.587], [2.138, -2.210, -2.150], [-4.063, -2.611, -2.294], [-3.192, -1.627, 1.086], [1.758, 0.576, 0.077], [-6.096, -1.831, 0.948], [-0.141, 0.954, 0.087], [4.845, -2.658, 1.065], [3.928, -1.574, -1.129], [2.293, 1.537, -0.959], [-2.592, 1.418, -2.063], [-0.825, 0.733, 1.340], [5.439, -1.109, 2.435], [-5.072, 1.881, -1.196], [-0.313, 0.409, 2.202], [-5.004, -0.316, -1.938], [5.655, 2.790, -2.197], [1.842, -1.808, 0.173], [3.945, -2.466, -0.073], [4.545, -3.382, 1.764], [1.713, -1.032, -0.477], [5.746, 1.455, 2.174], [2.447, -0.619, -2.067], [-4.101, -2.200, 0.838], [2.140, 0.677, 1.513], [4.951, -0.082, 0.597], [-5.121, -1.437, 1.090], [2.491, -1.419, -1.489], [3.631, -0.927, 2.341], [-4.043, -3.047, -0.319], [4.579, -2.220, -1.864], [-5.023, -0.883, 1.999], [-2.890, 1.143, 0.084], [-2.269, 0.793, 1.202], [-5.291, -0.361, -0.045], [4.674, -0.354, -0.614], [4.771, 0.479, -2.614], [-0.197, 1.046, -1.878], [-4.093, -1.903, -1.168], [-2.187, 1.113, -0.993], [5.534, 1.244, 1.118], [-3.883, -3.123, 1.642], [5.786, -2.591, 0.710]]
}

2.
{
  "formula": "C20H24N2O6S2",
  "method": "ωB97M-V with the def2-TZVPD basis set",
  "smiles": "CCN(CC)S(=O)(=O)c1cccc(NC(=O)COC(=O)CCC(=O)c2cccs2)c1",
  "total_charge": 0,
  "homo_ev": -8.63,
  "multiplicity": 1,
  "e_lumo_ev": -0.1,
  "largest_force_ev_per_a": 1.1,
  "homo_lumo_gap_ev": 8.4969,
  "elements": ["C", "O", "H", "H", "O", "C", "H", "H", "C", "H", "C", "H", "N", "C", "H", "H", "O", "C", "H", "C", "S", "H", "H", "O", "C", "C", "H", "C", "O", "H", "O", "C", "H", "H", "H", "H", "H", "C", "H", "H", "H", "C", "C", "H", "C", "C", "C", "N", "C", "S", "C", "H", "H", "C"],
  "positions_angstrom": [[2.722, 3.004, 0.153], [4.349, 0.499, 0.837], [-6.788, -1.639, 0.059], [-6.354, -0.792, -1.430], [2.638, 3.983, 0.860], [-1.710, 1.061, 0.515], [-3.490, 3.118, -0.855], [-3.100, 1.764, 1.966], [0.183, -4.508, 1.007], [-6.216, 0.770, 0.525], [-5.979, -1.144, -0.471], [-0.628, -1.831, -0.766], [1.729, 2.120, -0.098], [-1.212, 2.809, 2.050], [4.291, -0.717, -2.173], [-5.503, 1.717, -1.516], [1.859, -0.601, -1.154], [0.457, 2.086, 0.473], [-1.776, -3.780, 0.463], [1.287, -2.622, -0.133], [1.805, -4.017, 0.773], [5.609, -1.148, -1.058], [-0.171, 0.503, -0.846], [4.154, 1.442, -1.188], [-0.085, -2.589, -0.233], [4.035, 2.721, -0.588], [4.135, 3.444, -1.402], [2.226, -1.649, -0.649], [-2.987, -1.184, 0.912], [-5.180, -1.860, -0.646], [-2.401, -0.615, -1.400], [4.340, 0.403, -0.361], [-3.743, 3.003, -2.603], [3.929, -2.082, 0.549], [-5.111, -0.365, 1.334], [3.895, -2.948, -0.992], [1.918, 1.346, -0.731], [-5.441, 0.013, 0.366], [-4.379, 0.588, -2.316], [0.753, 3.651, 1.902], [-0.017, -5.398, 1.571], [0.061, 2.921, 1.515], [-2.107, 1.872, 1.560], [-2.483, 2.039, -1.827], [-0.450, 1.154, -0.032], [-0.709, -3.663, 0.419], [-4.486, 1.316, -1.503], [-4.289, 0.674, -0.215], [3.697, -1.987, -0.514], [-2.846, -0.176, -0.103], [4.553, -0.883, -1.129], [-1.502, 3.458, 2.862], [4.845, 2.877, 0.133], [-3.484, 2.444, -1.707]]
}

3.
{
  "formula": "C20H24N4O",
  "method": "ωB97M-V with the def2-TZVPD basis set",
  "smiles": "CCc1nc2cccnc2n1-c1ccc(CC(=O)N[C@H](C)CC)cc1",
  "total_charge": 0,
  "homo_ev": -8.74,
  "multiplicity": 1,
  "e_lumo_ev": 0.6,
  "largest_force_ev_per_a": 1.1,
  "homo_lumo_gap_ev": 9.3424,
  "elements": ["H", "H", "C", "C", "C", "H", "C", "H", "H", "H", "C", "C", "H", "H", "H", "H", "N", "H", "H", "H", "H", "C", "N", "H", "C", "C", "C", "C", "O", "C", "C", "C", "H", "H", "C", "H", "H", "C", "H", "N", "H", "C", "N", "H", "H", "C", "C", "H", "C"],
  "positions_angstrom": [[2.966, 1.719, -1.059], [-4.420, 4.330, -0.478], [2.689, -2.481, -0.613], [4.650, 1.029, 1.890], [-0.787, -1.825, 0.760], [-1.381, -2.091, 1.621], [4.135, 3.302, -0.208], [5.013, 3.157, -0.834], [5.189, 0.150, 2.235], [-6.034, -2.495, 0.427], [4.211, 0.837, 0.442], [-1.294, -0.951, -0.194], [-3.061, -3.006, -0.086], [-5.320, -2.862, -1.139], [3.510, 4.066, -0.665], [0.881, -3.005, 1.369], [-2.082, 1.922, -0.521], [-0.900, 0.113, -2.005], [2.944, -3.159, 0.204], [2.624, -0.475, 0.884], [1.377, -0.809, -2.255], [-3.883, -2.509, 0.434], [-2.581, -0.406, -0.062], [2.501, 2.145, 0.589], [1.285, -1.977, -0.467], [-4.876, 2.275, -0.081], [-3.773, -1.038, 0.237], [3.703, -1.332, -0.617], [4.641, -1.288, -1.381], [-2.670, 3.105, -0.597], [0.493, -2.330, 0.619], [-2.894, 0.922, -0.229], [4.458, 3.667, 0.763], [5.307, 1.889, 1.977], [-4.032, 3.327, -0.392], [-2.009, 3.926, -0.839], [2.813, -3.020, -1.554], [-0.507, -0.582, -1.280], [-5.320, -4.091, 0.132], [3.462, -0.401, 0.328], [-3.793, -2.733, 1.502], [3.356, 2.000, -0.078], [-4.786, -0.224, 0.282], [-5.933, 2.414, 0.086], [5.089, 0.714, -0.202], [-5.228, -3.026, -0.069], [-4.288, 1.021, 0.006], [3.785, 1.183, 2.531], [0.767, -1.094, -1.412]]
}

4.
{
  "formula": "C20H24N4O5S",
  "method": "ωB97M-V with the def2-TZVPD basis set",
  "total_charge": 0,
  "homo_ev": -8.53,
  "multiplicity": 1,
  "e_lumo_ev": 0.5,
  "largest_force_ev_per_a": 17.4,
  "homo_lumo_gap_ev": 8.9886,
  "elements": ["H", "C", "H", "H", "H", "C", "C", "N", "C", "C", "C", "C", "N", "H", "H", "C", "H", "H", "H", "H", "H", "H", "H", "C", "C", "O", "H", "H", "C", "O", "H", "O", "H", "C", "N", "H", "C", "C", "C", "H", "C", "H", "H", "C", "O", "H", "S", "C", "O", "H", "C", "H", "N", "C"],
  "positions_angstrom": [[0.432, -2.102, -0.245], [3.721, -1.640, 0.085], [-4.045, 4.910, 0.125], [-2.214, 3.103, 2.579], [-1.061, 0.392, -2.474], [-1.060, -1.176, 0.848], [2.106, -1.351, 1.599], [-3.347, 2.782, -0.079], [-2.327, 1.422, -1.228], [-5.003, -3.724, -0.470], [-4.389, 3.873, -0.022], [-2.105, 0.373, -2.507], [-0.187, 0.058, 1.027], [-5.379, -2.882, -0.889], [-0.665, 3.301, 1.668], [4.648, -0.577, -0.671], [-2.617, 0.009, 1.489], [-2.376, -0.497, -2.026], [4.251, -2.336, 0.685], [-1.134, -3.980, -1.084], [2.086, -0.356, -0.421], [3.594, -2.485, -0.962], [-4.275, -1.592, 0.664], [0.989, -0.305, 2.102], [-1.484, 1.736, -0.189], [-3.509, -3.756, -0.794], [-1.881, 4.652, 1.442], [-4.701, 3.303, 1.237], [-3.232, -1.975, 0.339], [2.625, -2.072, 2.389], [-2.752, 0.738, -3.144], [0.770, 0.637, -1.319], [-5.351, -4.586, -1.064], [-1.533, -3.046, -0.601], [2.565, -0.833, 0.387], [6.640, 1.547, 0.104], [4.841, -0.080, -1.860], [-1.776, 3.442, 1.740], [-2.377, -0.975, 1.004], [1.252, 0.685, 2.428], [-2.069, 2.551, 0.481], [0.536, -0.727, 2.856], [6.229, 1.481, -2.683], [-2.787, -2.931, -0.278], [5.250, 0.081, 0.238], [-5.124, 3.546, -0.480], [0.227, 1.001, -0.090], [5.939, 1.083, -0.246], [0.987, 2.273, 0.750], [4.719, -0.675, -2.878], [-0.576, -2.136, -0.173], [-5.115, -3.701, 0.411], [-3.327, 2.145, -1.290], [5.963, 0.777, -1.661]]
}

5.
{
  "formula": "C20H24NO3",
  "method": "ωB97M-V with the def2-TZVPD basis set",
  "smiles": "CC[NH+](CC)CCOC(=O)c1cccc2c1-c1ccccc1[C@H]2O",
  "total_charge": 1,
  "homo_ev": -10.96,
  "multiplicity": 1,
  "e_lumo_ev": -2.9,
  "largest_force_ev_per_a": 0.8,
  "homo_lumo_gap_ev": 8.0443,
  "elements": ["C", "C", "O", "H", "H", "O", "O", "C", "H", "H", "C", "H", "C", "C", "N", "H", "H", "H", "H", "C", "H", "H", "H", "C", "H", "H", "H", "C", "H", "C", "C", "C", "H", "H", "C", "H", "C", "C", "C", "C", "C", "C", "H", "H", "H", "C", "H", "H"],
  "positions_angstrom": [[1.015, 2.603, 0.554], [2.070, 3.477, 0.411], [5.566, 1.277, -1.210], [1.466, -2.011, 0.788], [-4.951, -1.219, 0.206], [-1.066, 0.797, 1.047], [-0.032, -0.645, -0.322], [4.857, 0.903, -0.058], [-5.237, 1.328, -2.462], [6.282, -1.557, -0.298], [3.308, -3.017, 0.416], [5.536, 1.135, 0.773], [-4.514, -0.012, 1.950], [3.350, 2.986, 0.177], [-3.172, -0.137, -0.139], [2.882, -3.992, 0.597], [-2.998, -1.897, -1.303], [-1.349, -1.814, 0.757], [5.058, 1.039, -1.994], [-4.086, -0.870, 0.771], [-5.187, 0.786, 1.654], [0.017, 2.981, 0.716], [-5.039, -0.633, 2.671], [-1.126, -1.558, -0.286], [-2.066, -0.511, -1.899], [4.187, 3.652, 0.039], [-5.716, -0.005, -1.434], [3.540, 1.622, 0.138], [-3.050, 1.511, -1.417], [1.188, 1.211, 0.458], [2.501, -1.895, 0.512], [3.051, -0.642, 0.278], [-3.551, -1.746, 1.144], [-0.748, -2.444, -0.800], [-0.047, 0.439, 0.461], [-4.435, -0.223, -2.634], [4.431, -0.542, 0.022], [5.229, -1.660, -0.086], [4.653, -2.908, 0.097], [2.486, 0.704, 0.292], [-4.865, 0.468, -1.914], [-3.836, 0.950, -0.905], [5.258, -3.798, 0.015], [-3.647, 0.421, 2.445], [1.900, 4.540, 0.474], [-2.381, -1.049, -1.002], [-4.306, 1.621, -0.186], [-2.424, 0.333, 0.487]]
}

6.
{
  "formula": "C20H25BCl45IO2",
  "method": "ωB97M-V with the def2-TZVPD basis set",
  "total_charge": 0,
  "homo_ev": -9.14,
  "multiplicity": 1,
  "e_lumo_ev": 0.2,
  "largest_force_ev_per_a": 1.6,
  "homo_lumo_gap_ev": 9.3581,
  "elements": ["H", "C", "C", "H", "H", "Cl", "C", "Cl", "I", "Cl", "H", "C", "O", "Cl", "Cl", "H", "C", "H", "Cl", "Cl", "C", "Cl", "Cl", "Cl", "Cl", "H", "Cl", "H", "C", "C", "Cl", "Cl", "Cl", "Cl", "Cl", "H", "Cl", "C", "Cl", "H", "Cl", "Cl", "Cl", "C", "H", "C", "C", "H", "H", "Cl", "H", "H", "Cl", "H", "C", "Cl", "Cl", "H", "Cl", "Cl", "H", "H", "H", "Cl", "H", "C", "Cl", "Cl", "H", "Cl", "B", "Cl", "H", "C", "C", "Cl", "Cl", "C", "H", "Cl", "Cl", "Cl", "Cl", "C", "C", "Cl", "H", "Cl", "Cl", "C", "Cl", "Cl", "Cl", "O"],
  "positions_angstrom": [[5.939, 4.022, 4.005], [-3.782, -5.800, -3.524], [-3.170, -4.239, 1.974], [4.627, 2.670, 2.719], [-8.732, 4.587, -6.841], [-2.389, 3.392, -3.894], [5.139, 1.951, -2.100], [-1.157, 1.200, 0.615], [6.562, -0.555, 1.873], [2.676, -5.333, -1.046], [5.501, 1.136, -1.486], [6.320, 3.001, 4.043], [2.243, 3.044, 3.361], [-6.455, -1.467, -6.897], [5.207, 1.443, -3.790], [6.161, 2.539, 5.012], [9.985, 4.848, 2.320], [9.229, 10.490, -0.250], [10.123, 8.640, 0.871], [-9.024, 4.946, -4.546], [5.414, 0.723, 3.199], [-3.409, 5.575, -5.512], [-7.013, 4.429, -2.506], [-2.201, -2.149, -2.364], [-2.549, 3.437, -0.586], [2.537, 2.736, 2.495], [10.413, 3.500, 1.262], [3.594, 0.963, 5.266], [-2.879, 5.089, -3.900], [2.019, 2.014, 4.212], [9.756, 4.287, 3.978], [2.838, -2.897, 0.982], [-6.039, 2.258, -0.845], [-5.470, -7.843, 1.132], [3.613, -2.436, 3.758], [-7.367, 4.082, -0.216], [-5.441, 0.653, -5.189], [-1.205, 2.311, -0.753], [-1.562, 6.120, -3.338], [2.450, -4.258, 2.840], [-2.744, 0.648, -2.983], [-3.744, -4.250, -4.391], [-5.123, -9.660, -1.110], [1.068, -6.040, -0.825], [7.372, 3.071, 3.772], [-6.521, 3.957, -0.877], [-6.284, -8.880, 5.064], [5.794, 0.563, 4.209], [-4.666, -0.012, -7.299], [-5.396, -6.501, -3.637], [-3.668, -3.919, 1.068], [6.177, 2.399, 1.963], [-7.201, 6.292, -6.360], [-3.714, 5.201, -3.219], [-8.061, 4.789, -6.017], [-2.921, -5.985, 1.888], [-1.624, -3.394, 2.080], [-5.983, -10.122, 1.019], [-3.266, -5.672, -1.834], [-5.214, 4.993, -0.297], [3.429, -0.103, 2.142], [-1.357, 1.726, -1.655], [1.171, -7.115, -0.873], [-5.425, -7.505, 4.370], [2.315, -0.022, 4.601], [-5.171, -9.511, 0.649], [0.328, 3.188, -0.907], [3.479, 2.303, -1.620], [-7.059, -8.501, 5.716], [-4.468, -0.771, -1.142], [3.852, 0.422, 3.115], [-7.055, -9.849, 3.802], [10.801, 5.559, 2.311], [-3.455, -0.916, -2.580], [3.283, -3.651, 2.512], [4.686, -4.702, 2.305], [-0.015, -5.540, -2.140], [5.622, 2.241, 2.886], [-4.083, -1.223, -3.405], [-4.202, -3.829, 3.347], [6.177, 3.352, -1.828], [-3.749, -1.606, -5.848], [-5.192, -9.876, 6.028], [-5.032, -0.538, -6.428], [2.965, 0.828, 4.384], [8.813, 10.972, 2.003], [-3.086, -6.469, -4.011], [-3.666, -10.098, 1.364], [8.534, 5.662, 1.734], [8.919, 9.902, 0.603], [0.402, -5.626, 0.758], [-6.929, 3.441, -5.882], [7.344, 9.192, 0.242], [1.041, 2.074, 4.903]]
}